# 1
{
  "formula": "C24H21N6O5S3W",
  "method": "the ωB97M-V functional and the def2-TZVPD basis",
  "elements": ["W", "O", "C", "C", "C", "C", "C", "C", "C", "O", "N", "O", "O", "H", "H", "H", "H", "O", "C", "C", "C", "C", "C", "C", "C", "C", "N", "H", "H", "H", "H", "H", "H", "H", "H", "H", "H", "H", "S", "C", "C", "C", "C", "N", "C", "C", "C", "S", "C", "N", "H", "H", "N", "C", "N", "S", "H", "H", "H", "H"],
  "coordinates": [[-0.019130, 0.096594, -0.467379], [-1.710778, 0.483336, 0.611920], [-2.157436, -0.078873, 1.652907], [-1.646978, -1.269732, 2.206009], [-2.279872, -1.788990, 3.351290], [-1.790184, -2.948274, 3.884070], [-0.702959, -3.614558, 3.339600], [-0.080609, -3.124568, 2.194138], [-0.559102, -1.964808, 1.641241], [0.029229, -1.481942, 0.518336], [-2.447082, -3.515814, 5.084313], [-1.844093, -4.386418, 5.662213], [-3.492599, -3.008464, 5.411532], [-3.007304, 0.411892, 2.127035], [-3.131874, -1.299613, 3.810230], [-0.348435, -4.517195, 3.822229], [0.761855, -3.640600, 1.755645], [-0.390300, 2.099589, -1.211720], [-1.674441, 2.823981, -1.377257], [-2.026885, 2.862465, -2.836290], [-1.783967, 1.503148, -3.484182], [-2.457814, 0.367384, -2.770651], [-3.761840, 0.024787, -3.109425], [-4.394057, -1.069289, -2.551709], [-3.673874, -1.889012, -1.682097], [-2.395672, -1.507685, -1.395122], [-1.799092, -0.377305, -1.845899], [0.356175, 2.645528, -1.504456], [-1.559006, 3.804904, -0.924960], [-2.387557, 2.257245, -0.790306], [-1.443656, 3.612589, -3.373603], [-3.074194, 3.167564, -2.910369], [-0.717593, 1.298265, -3.533367], [-2.140353, 1.521702, -4.512649], [-4.267009, 0.636041, -3.847097], [-5.416138, -1.306800, -2.820892], [-4.081439, -2.801926, -1.269548], [-1.789466, -2.147105, -0.772960], [0.540034, 1.291464, 1.539983], [2.181637, 1.790981, 1.547290], [2.707801, 2.548201, 2.589513], [4.051451, 2.890927, 2.548231], [4.611053, 3.657776, 3.629747], [5.041694, 4.280871, 4.493808], [4.863614, 2.495223, 1.463531], [4.319381, 1.778993, 0.414605], [2.969333, 1.432979, 0.472569], [2.241929, 0.596094, -0.837261], [6.264574, 2.828448, 1.428492], [7.382699, 3.090407, 1.402456], [2.102733, 2.860706, 3.430884], [4.942653, 1.506306, -0.427743], [2.961712, -1.423572, -3.744010], [2.296766, -1.688737, -2.641276], [2.810312, -2.457697, -1.706635], [0.626333, -1.082059, -2.575116], [3.851769, -1.857355, -3.957929], [2.553212, -0.836664, -4.456585], [3.731260, -2.868460, -1.788506], [2.253583, -2.712875, -0.906819]],
  "atomic_forces_ev_per_a": [[1.3, 1.5, -0.9], [-0.2, 0.1, 0.1], [-0.1, -0.1, 0.0], [-0.3, 0.2, 0.2], [0.0, 0.0, 0.0], [-0.1, -0.1, 0.0], [0.3, -0.1, -0.1], [0.0, -0.3, 0.4], [0.3, 0.2, -0.5], [-0.4, -0.6, 0.2], [0.2, 0.2, 0.6], [-0.1, -0.1, -0.2], [-0.1, 0.0, -0.2], [-0.1, 0.0, 0.0], [0.0, 0.0, 0.0], [0.0, 0.0, 0.0], [0.0, 0.0, 0.0], [-0.3, -0.2, -0.1], [0.1, 0.1, 0.1], [-0.1, 0.2, -0.2], [0.0, -0.1, 0.0], [0.0, -0.2, 0.0], [0.0, 0.1, -0.1], [-0.1, -0.1, 0.0], [-0.2, 0.3, -0.4], [0.2, -0.3, 0.4], [-0.1, 0.0, 0.1], [-0.1, -0.1, 0.2], [0.1, 0.0, 0.0], [0.0, -0.1, 0.0], [0.0, 0.0, 0.1], [0.0, 0.0, -0.1], [0.1, 0.0, -0.1], [-0.1, 0.0, 0.0], [0.0, 0.0, 0.0], [0.0, 0.0, 0.0], [0.0, 0.0, 0.0], [0.0, 0.0, 0.1], [-0.3, -0.3, 0.0], [0.0, 0.2, 0.3], [0.1, 0.1, 0.0], [0.1, 0.1, 0.2], [0.0, 0.0, -0.1], [-0.1, -0.1, -0.1], [0.3, 0.0, 0.0], [0.0, 0.0, 0.0], [0.5, 0.2, -0.1], [-0.4, -0.3, -0.1], [-0.1, 0.1, 0.1], [-0.1, -0.1, 0.0], [0.0, 0.0, 0.0], [0.0, 0.0, 0.0], [-0.1, 0.0, 0.1], [0.2, 0.0, -0.4], [-0.2, 0.0, 0.1], [0.1, -0.1, 0.3], [0.0, 0.0, 0.0], [0.0, 0.0, 0.0], [0.0, 0.0, 0.0], [0.0, 0.0, 0.0]],
  "homo_energy_ev": -17.0,
  "e_lumo_ev": -11.42,
  "charge": 3,
  "gap_ev": 5.6
}


# 2
{
  "formula": "C24H21N6Pt",
  "method": "the ωB97M-V functional and the def2-TZVPD basis",
  "elements": ["Pt", "N", "C", "C", "C", "C", "C", "C", "C", "C", "C", "C", "C", "C", "H", "H", "H", "H", "H", "H", "H", "H", "H", "H", "C", "C", "N", "C", "C", "N", "H", "H", "H", "H", "H", "H", "C", "C", "C", "C", "C", "C", "H", "H", "H", "H", "H", "N", "C", "N", "C", "N"],
  "coordinates": [[0.358654, -0.083071, -0.386189], [-1.469391, 2.333009, -0.086020], [-2.676165, 2.119273, 0.513818], [-3.776446, 2.898809, 0.119681], [-4.995149, 2.816567, 0.760241], [-5.156031, 1.921850, 1.807935], [-4.089235, 1.117020, 2.172958], [-2.835583, 1.181102, 1.557872], [-1.794004, 0.214620, 2.022607], [-1.766187, -0.042210, 3.400579], [-1.060178, -1.096111, 3.953437], [-0.393115, -1.968975, 3.113773], [-0.353920, -1.692640, 1.753187], [-0.952407, -0.557705, 1.185939], [-1.495555, 2.873095, -0.932548], [-0.773635, 1.562955, -0.077389], [-3.646083, 3.587874, -0.708385], [-5.819864, 3.441695, 0.439262], [-6.104382, 1.834371, 2.323307], [-4.244525, 0.381699, 2.951116], [-2.307343, 0.622997, 4.061466], [-1.055412, -1.247629, 5.026225], [0.110099, -2.845668, 3.505022], [0.173434, -2.393582, 1.121146], [3.237943, -2.291201, -0.004508], [2.143512, -3.072657, -0.638044], [1.003472, -2.605053, -1.108265], [0.316491, -3.679386, -1.617910], [1.038409, -4.818524, -1.447634], [2.198540, -4.420541, -0.824924], [2.881684, -1.285995, 0.196179], [4.106438, -2.221426, -0.663436], [3.554418, -2.743187, 0.937299], [-0.651595, -3.553856, -2.073302], [0.836648, -5.845424, -1.698067], [2.951080, -5.024595, -0.550992], [1.916669, 1.581775, -4.750588], [2.128731, 0.267297, -4.363648], [1.614734, -0.204292, -3.161363], [0.882264, 0.613098, -2.291135], [0.695901, 1.936381, -2.706031], [1.194849, 2.416035, -3.909846], [2.311108, 1.952980, -5.689198], [2.700430, -0.398099, -5.001895], [1.794187, -1.240736, -2.906937], [0.171001, 2.639466, -2.071427], [1.030239, 3.452050, -4.184993], [5.027327, 3.320265, 3.194202], [3.996347, 2.932843, 2.820673], [2.802888, 2.553507, 2.477599], [2.355298, 1.751911, 1.605127], [1.883411, 1.008018, 0.834025]],
  "atomic_forces_ev_per_a": [[0.7, -0.4, 0.0], [0.3, 0.0, 0.1], [-0.1, -0.1, 0.1], [0.0, 0.0, 0.0], [0.0, 0.0, 0.0], [-0.1, 0.0, 0.1], [0.0, 0.0, -0.1], [-0.1, 0.1, -0.2], [0.0, -0.1, 0.0], [0.0, 0.1, -0.1], [0.1, -0.1, 0.0], [-0.1, 0.1, 0.1], [0.0, -0.1, 0.0], [0.1, 0.1, 0.0], [0.0, -0.1, -0.1], [-0.5, 0.6, 0.0], [0.0, 0.0, 0.0], [0.0, 0.0, 0.0], [0.0, 0.0, 0.0], [0.0, 0.0, 0.0], [-0.1, 0.0, 0.0], [0.0, 0.0, 0.0], [0.0, 0.0, 0.0], [0.1, 0.0, -0.1], [0.0, 0.0, 0.0], [-0.4, -0.1, -0.2], [0.4, -0.2, 0.1], [0.0, 0.0, 0.0], [-0.1, 0.0, -0.1], [0.0, 0.0, 0.0], [0.0, 0.1, 0.1], [0.0, 0.0, 0.0], [0.0, 0.0, 0.0], [0.0, 0.0, 0.0], [0.0, 0.0, 0.0], [0.1, 0.0, 0.0], [0.0, 0.0, 0.0], [0.0, 0.1, -0.1], [-0.1, -0.1, 0.0], [-0.1, 0.1, 0.2], [0.0, 0.1, 0.0], [0.0, 0.0, 0.0], [0.0, 0.0, 0.0], [0.0, 0.0, 0.0], [0.0, 0.0, 0.1], [0.0, 0.0, 0.0], [0.0, 0.0, 0.0], [-0.1, 0.0, 0.0], [0.4, -0.2, -0.2], [-0.6, 0.4, 0.5], [0.3, -0.4, -0.4], [-0.3, 0.1, 0.0]],
  "homo_energy_ev": [-4.5, -4.9],
  "e_lumo_ev": [2.32, 1.90],
  "charge": -1,
  "gap_ev": [6.8, 6.8],
  "multiplicity": 3
}


# 3
{
  "formula": "C24H21NO2S",
  "method": "the ωB97M-V functional and the def2-TZVPD basis",
  "elements": ["O", "O", "S", "C", "C", "C", "C", "C", "C", "C", "C", "C", "C", "C", "C", "C", "C", "C", "C", "C", "C", "C", "C", "C", "N", "C", "C", "C", "H", "H", "H", "H", "H", "H", "H", "H", "H", "H", "H", "H", "H", "H", "H", "H", "H", "H", "H", "H", "H"],
  "coordinates": [[1.770334, 0.723827, -1.818679], [-1.449890, 3.001239, -4.897022], [-1.719356, 0.169708, -0.437650], [0.780181, 0.361858, -1.240095], [-0.511365, 0.989505, -1.390614], [-0.768662, 2.039198, -2.299631], [-0.541747, 0.507562, 4.512900], [-4.475506, 3.942551, -3.210478], [-4.226829, 3.528112, -1.887807], [3.289362, -3.353608, -1.061056], [-0.451550, -0.869704, 4.256201], [-0.487733, 1.408664, 3.435254], [-3.547030, 3.721062, -4.187108], [-3.056295, 2.849138, -1.588521], [2.271261, -2.383919, -1.231611], [3.982537, -3.363146, 0.161880], [2.594897, -1.637680, 1.055891], [-0.337642, -1.321898, 2.950680], [-0.385390, 0.962705, 2.146789], [-2.340846, 3.098070, -3.863768], [-2.071081, 2.631895, -2.568387], [1.894622, -1.519136, -0.169059], [3.655012, -2.504663, 1.227310], [-0.397124, -0.422277, 1.847838], [0.791643, -0.702909, -0.348617], [4.436469, -2.517800, 2.477760], [-1.054454, -2.239644, 0.203342], [-0.483191, -0.862542, 0.393646], [-0.743976, 2.409062, -4.725376], [0.113456, 2.449394, -2.813605], [-0.651536, 0.871551, 5.511934], [-5.394344, 4.427429, -3.437912], [-4.966125, 3.725694, -1.146863], [3.553268, -4.051288, -1.850561], [-0.516117, -1.581822, 5.082019], [-0.506586, 2.487353, 3.612758], [-3.695681, 4.024033, -5.200015], [-2.930633, 2.577169, -0.531698], [1.744317, -2.356447, -2.161696], [4.805214, -4.044821, 0.273896], [2.371911, -1.037293, 1.924799], [-0.263609, -2.421258, 2.766227], [-0.439494, 1.678367, 1.365049], [5.068384, -3.397585, 2.577968], [3.786880, -2.515684, 3.361451], [5.101490, -1.691526, 2.502537], [-1.933961, -2.393467, 0.787948], [-1.340397, -2.421384, -0.857276], [-0.323087, -2.973646, 0.489029]],
  "atomic_forces_ev_per_a": [[0.8, 0.3, -0.7], [-1.2, 0.9, -0.3], [-0.1, 0.7, -0.5], [1.6, -0.7, 0.6], [-2.4, 2.8, -2.1], [1.3, -2.4, 2.2], [0.1, -0.5, -1.1], [0.3, -0.4, 1.1], [0.4, -0.2, -1.2], [-0.4, 1.5, 1.0], [-0.1, 0.8, 0.4], [0.3, 0.1, 1.3], [0.7, -0.3, 0.2], [-0.4, 0.4, 0.5], [0.6, -0.6, 1.1], [-0.4, 0.2, -0.4], [-0.5, 0.6, -0.5], [-0.3, -0.5, -1.5], [-0.4, -1.7, -0.2], [0.1, 0.0, -0.2], [-0.2, 0.3, -0.1], [1.8, -2.3, 0.1], [-0.2, -1.0, -1.8], [0.5, 0.3, 1.6], [-2.4, 1.9, -0.1], [-0.2, -0.9, 0.9], [0.4, -0.9, -0.9], [0.2, -0.4, 0.0], [1.0, -0.9, 0.5], [-0.3, -0.4, 0.2], [0.0, 0.1, 0.4], [-0.6, 0.3, -0.2], [-0.3, 0.0, 0.5], [-0.1, 0.2, 0.1], [0.2, 0.2, -0.3], [-0.1, -0.4, 0.1], [-0.1, 0.2, -0.5], [0.3, -0.1, -0.6], [-0.3, 0.2, -0.4], [0.2, -0.3, 0.1], [-0.4, 0.4, -0.1], [-0.1, 1.1, 0.1], [0.1, 0.5, -0.7], [0.0, -0.2, -0.2], [0.1, 0.3, -0.1], [0.5, 1.0, 0.2], [-0.6, 0.0, 0.5], [0.4, 0.2, 0.7], [0.3, -0.6, 0.2]],
  "homo_energy_ev": -7.9,
  "smiles": "Cc1cccc(N2C(=O)/C(=C/c3ccccc3O)S[C@]2(C)c2ccccc2)c1",
  "e_lumo_ev": -0.10,
  "gap_ev": 7.8
}